C11H20N2O3 | ωB97M-V/def2-TZVPD

Its structure (SMILES) is CC[C@H](C)[C@H](NC(=O)[C@@H]1CCCN1)C(=O)O. The calculation puts the LUMO energy at 0.6 eV. As for the molecular weight: 228.29 g/mol. The value obtained for the HOMO-LUMO gap is 9.26 eV. The calculation puts the HOMO energy at -8.6 eV. For the energy above the lowest of the compared OMol25 structures with the same formula, charge and spin, the calculation gives 4.435 eV. The value obtained for the max |F| is 5.28 eV/A.

Element x y z (Å)
C: 1.1486 -0.3441 2.1239
C: 1.3615 1.0854 1.4807
C: 2.1436 0.9189 0.0383
C: 2.1391 2.3566 -0.6713
C: 1.5703 -0.1987 -0.9466
N: 0.2180 -0.1946 -1.2570
C: -0.7224 0.7734 -1.1927
O: -0.5940 1.9344 -1.0131
C: -2.0987 0.1633 -1.3286
C: -3.1004 0.5836 0.0014
C: -2.5862 -0.4485 0.9935
C: -2.2027 -1.7254 0.3145
N: -2.1457 -1.2782 -1.1598
C: 2.0208 -1.6321 -0.7614
O: 1.4059 -2.5608 -0.3176
O: 3.3486 -1.6250 -0.8928
H: 0.6948 -0.9824 1.3716
H: 2.0563 -0.7288 2.4331
H: 0.4156 -0.2058 2.9122
H: 1.8069 1.7707 2.2317
H: 0.3919 1.4769 1.1332
H: 3.1197 0.7762 0.4830
H: 1.0352 2.6451 -0.5672
H: 2.2833 2.0507 -1.7915
H: 2.6620 3.2957 -0.4177
H: 2.2240 0.0540 -1.9250
H: 0.0260 -1.1803 -1.3138
H: -2.7894 0.5167 -2.1284
H: -2.9653 1.8053 0.3093
H: -4.1908 0.2853 -0.2475
H: -3.4910 -0.5008 1.6281
H: -1.9090 -0.0209 1.7700
H: -1.1988 -2.2568 0.5571
H: -3.0729 -2.4144 0.5549
H: -2.6578 -1.7812 -1.8538
H: 3.6531 -2.4135 -0.5505

C5H13NO | ωB97M-V/def2-TZVPD

The calculation puts the LUMO energy at 0.8 eV. As for the molecular weight: 103.16 g/mol. The value obtained for the HOMO-LUMO gap is 8.34 eV. The calculation puts the HOMO energy at -7.6 eV. For the energy above the lowest of the compared OMol25 structures with the same formula, charge and spin, the calculation gives 3.348 eV. The value obtained for the max |F| is 3.78 eV/A.

Element x y z (Å)
C: 1.2992 0.0881 0.5389
C: 0.6937 0.8423 -0.6056
C: -1.6910 0.6389 -0.1996
C: 2.7796 -0.0841 0.6210
C: -2.9001 -0.2563 -0.4426
N: -0.5304 0.1091 -0.8845
O: 0.7823 -1.6789 0.1268
H: 0.7038 -2.1485 0.9656
H: -0.2214 -1.0616 -0.5085
H: 0.7708 0.2357 1.4800
H: 1.3533 0.8078 -1.4784
H: 0.5180 1.8931 -0.3395
H: -1.8984 1.6599 -0.5597
H: -1.5304 0.7225 0.8933
H: 3.2295 0.9079 0.7610
H: 3.0747 -0.7239 1.4512
H: 3.1698 -0.5002 -0.3062
H: -3.0902 -0.3469 -1.5120
H: -2.7237 -1.2567 -0.0429
H: -3.7889 0.1518 0.0417

C25H51Cl6NO20 | ωB97M-V/def2-TZVPD

Its structure (SMILES) is C[N+](=O)[O-].COC(=O)OC.COC(=O)OC.COC(=O)OC.COC(=O)OC.COC(=O)OC.COC(=O)OC.ClCCCl.ClCCCl.ClCCCl. The calculation puts the LUMO energy at -0.1 eV. As for the molecular weight: 898.39 g/mol. The value obtained for the HOMO-LUMO gap is 9.98 eV. The calculation puts the HOMO energy at -10.1 eV. For the energy above the lowest of the compared OMol25 structures with the same formula, charge and spin, the calculation gives 1.749 eV. The value obtained for the max |F| is 2.73 eV/A.

Element x y z (Å)
C: -6.2442 -0.1829 -2.4499
N: -5.1067 0.6290 -2.9839
O: -4.0519 0.6188 -2.3721
O: -5.2862 1.1601 -4.0673
H: -5.9700 -0.5818 -1.4772
H: -6.3756 -1.0530 -3.0847
H: -7.0431 0.5505 -2.3842
C: 2.5210 1.5668 -4.3752
O: 2.1572 2.3146 -3.1990
C: 1.2549 3.2528 -3.3599
O: 0.6551 3.4992 -4.3758
O: 0.9820 3.9382 -2.2497
C: 1.4896 3.5362 -0.9623
H: 1.7327 0.8717 -4.6543
H: 3.4392 1.0525 -4.1156
H: 2.6710 2.2810 -5.1813
H: 1.2659 4.3521 -0.2936
H: 2.5471 3.3208 -1.0992
H: 1.0201 2.6100 -0.6260
C: 0.0732 6.0580 2.5645
O: 0.2325 4.7321 2.0732
C: 0.8427 3.8670 2.8846
O: 1.0764 4.0523 4.0390
O: 1.0842 2.7760 2.1541
C: 1.7430 1.7254 2.8443
H: 0.9420 6.6898 2.3819
H: -0.2232 6.1479 3.6072
H: -0.7551 6.4313 1.9596
H: 2.7987 1.9383 3.0045
H: 1.7311 0.8077 2.2590
H: 1.2030 1.5781 3.7797
C: -3.4950 -0.9059 0.9681
O: -2.1698 -1.2894 1.3236
C: -1.5350 -0.4941 2.1563
O: -1.7592 0.6312 2.4744
O: -0.4235 -1.1862 2.5369
C: 0.4234 -0.5766 3.4870
H: -4.0245 -1.7565 0.5555
H: -3.5658 -0.0286 0.3267
H: -4.0084 -0.6280 1.8946
H: -0.1082 0.1172 4.1410
H: 1.1743 -0.0150 2.9266
H: 0.9280 -1.2898 4.1248
C: -0.9166 -4.2574 0.0286
O: -2.2768 -4.6042 0.1344
C: -3.1051 -4.1290 -0.7794
O: -2.8927 -3.2484 -1.5745
O: -4.2401 -4.8000 -0.6724
C: -5.3107 -4.4208 -1.5476
H: -0.1769 -4.9299 0.4652
H: -0.6649 -3.2527 0.3576
H: -0.4942 -4.3379 -0.9825
H: -5.9082 -5.3146 -1.7173
H: -4.9397 -4.1333 -2.5278
H: -5.8969 -3.6876 -1.0003
C: -2.4418 3.1633 -2.9598
O: -3.4690 4.1503 -3.0786
C: -3.7923 4.5222 -4.3251
O: -3.1171 4.4195 -5.2840
O: -4.9684 5.1519 -4.3473
C: -5.7409 5.2693 -3.1590
H: -1.5614 3.5994 -2.4825
H: -2.2042 2.7350 -3.9283
H: -2.7765 2.4381 -2.2257
H: -6.7818 5.4899 -3.3755
H: -5.3231 6.1452 -2.6515
H: -5.6749 4.4507 -2.4446
C: -0.9392 -0.2536 -1.7060
O: 0.0638 -1.2118 -1.3678
C: 0.9793 -0.8094 -0.5064
O: 1.1741 0.3185 -0.1225
O: 1.7040 -1.8525 -0.1478
C: 2.8395 -1.5771 0.6574
H: -0.6052 0.3977 -2.5113
H: -1.2603 0.3536 -0.8587
H: -1.8376 -0.7845 -2.0060
H: 3.2181 -2.4721 1.1455
H: 2.5278 -0.9774 1.5148
H: 3.5613 -1.0866 0.0048
Cl: 7.4510 -4.8871 3.7242
C: 6.0344 -4.2389 2.8415
C: 5.3221 -5.3475 2.1282
Cl: 4.6932 -6.6242 3.2110
H: 6.4476 -3.5470 2.1101
H: 5.3649 -3.7326 3.5297
H: 5.9221 -5.9008 1.4094
H: 4.4793 -4.9457 1.5611
Cl: 1.4319 -4.1198 2.5114
C: 1.7187 -4.8271 4.1475
C: 1.7636 -3.7692 5.2308
Cl: 3.3219 -2.8905 5.1922
H: 2.6152 -5.4252 4.0334
H: 0.7998 -5.3661 4.3784
H: 1.6974 -4.3216 6.1695
H: 0.9700 -3.0343 5.2144
Cl: 4.2452 2.2461 0.6398
C: 4.3428 1.0124 -0.6765
C: 5.5706 1.0856 -1.5416
Cl: 5.5905 2.5677 -2.5257
H: 3.4193 1.1388 -1.2410
H: 4.2606 0.0690 -0.1389
H: 5.4755 0.1870 -2.1527
H: 6.4679 1.0884 -0.9303

C6H7N | ωB97M-V/def2-TZVPD

The calculation puts the LUMO energy at 0.2 eV. As for the molecular weight: 93.13 g/mol. The value obtained for the HOMO-LUMO gap is 9.54 eV. The calculation puts the HOMO energy at -9.4 eV. For the energy above the lowest of the compared OMol25 structures with the same formula, charge and spin, the calculation gives 5.925 eV. The value obtained for the max |F| is 1.25 eV/A.

Element x y z (Å)
C: -0.0776 1.9907 0.2335
C: -0.4193 0.5523 0.6058
C: -1.0019 -0.2739 -0.5853
C: -0.1270 -1.4744 -0.5187
N: 0.2949 -2.5734 -0.8032
C: 0.7388 -0.2989 0.9397
C: 1.5709 -1.2274 0.9827
H: 0.6578 2.0203 -0.5779
H: -0.9762 2.5300 -0.0846
H: 0.3502 2.5113 1.0945
H: -1.1403 0.5491 1.4298
H: -2.0616 -0.5333 -0.4915
H: -0.8477 0.2298 -1.5466
H: 1.1481 -2.5898 -0.1470

C34H69BBr20O4P | ωB97M-V/def2-TZVPD

The calculation puts the LUMO energy at 1.2 eV. As for the molecular weight: 2181.79 g/mol. The value obtained for the HOMO-LUMO gap is 5.45 eV. The calculation puts the HOMO energy at -4.2 eV. As for the total charge: -1. The value obtained for the max |F| is 2.56 eV/A.

Element x y z (Å)
C: -0.5997 0.7326 -4.0384
C: -1.6013 0.1235 -4.9594
O: -2.1078 0.6799 -5.9065
O: -1.9277 -1.1524 -4.6162
C: -3.3319 -1.3723 -4.4276
C: -3.9453 -0.6116 -3.2497
C: -4.0046 -1.4212 -1.9279
C: -2.9296 -0.9707 -0.9181
C: -3.3022 -1.3088 0.5309
C: -2.3132 -0.7026 1.5490
C: -1.0461 -1.5482 1.7052
C: 0.0838 -0.7948 2.4117
C: 0.9053 0.1353 1.5442
O: 0.1564 1.1002 0.8632
B: 1.1701 1.7891 -0.0147
O: 2.3401 0.8358 -0.0371
C: 1.7861 -0.4176 0.4404
P: 3.2045 -1.4697 0.9316
C: 4.2509 -1.5050 -0.5728
C: 4.1802 -0.3867 2.0659
H: -0.3746 1.7463 -4.3443
H: 0.3122 0.1417 -4.0075
H: -1.0643 0.7176 -3.0546
H: -3.8544 -1.1105 -5.3481
H: -3.4409 -2.4372 -4.2480
H: -3.4297 0.3275 -3.0505
H: -4.9567 -0.3334 -3.5510
H: -3.8603 -2.4698 -2.1918
H: -4.9920 -1.2852 -1.4844
H: -1.9861 -1.4613 -1.1642
H: -2.7820 0.1137 -0.9865
H: -4.3103 -0.9474 0.7492
H: -3.2671 -2.3964 0.6226
H: -2.8438 -0.6715 2.5031
H: -2.0486 0.2925 1.2058
H: -0.7057 -1.9497 0.7504
H: -1.3060 -2.4129 2.3240
H: 0.7683 -1.5117 2.8688
H: -0.3353 -0.1900 3.2225
H: 1.6283 0.6363 2.2028
H: 0.7736 1.9990 -1.1623
H: 1.5087 2.8958 0.4335
H: 1.2611 -0.8267 -0.4319
H: 3.6712 -1.8057 -1.4426
H: 5.0464 -2.2318 -0.4094
H: 4.7191 -0.5401 -0.7701
H: 3.6003 0.4878 2.3483
H: 5.0904 -0.0461 1.5809
H: 4.4713 -0.9749 2.9302
Br: 2.1978 -0.3286 -7.3895
C: 0.3926 -0.3550 -8.1155
C: 0.3901 -0.5089 -9.6109
Br: 0.8867 1.1464 -10.5131
H: -0.0928 0.5569 -7.7834
H: -0.0953 -1.2085 -7.6504
H: -0.6113 -0.7404 -9.9659
H: 1.0831 -1.2688 -9.9563
Br: -3.7720 2.6022 -0.0630
C: -2.2519 3.4210 0.8500
C: -2.6573 3.9865 2.1829
Br: -3.6179 5.6794 2.0151
H: -1.8341 4.1618 0.1767
H: -1.5331 2.6126 0.9846
H: -1.7790 4.2226 2.7783
H: -3.3017 3.3122 2.7381
Br: -4.9925 -5.0167 -2.1547
C: -6.6885 -5.1634 -3.0982
C: -6.5154 -5.2554 -4.5899
Br: -6.0856 -3.5342 -5.3788
H: -7.2853 -4.3073 -2.7994
H: -7.1465 -6.0755 -2.7203
H: -7.4484 -5.5626 -5.0572
H: -5.7229 -5.9398 -4.8737
Br: 1.1805 4.2749 3.7870
C: 1.1678 4.7291 5.6728
C: -0.0790 4.2646 6.3707
Br: -1.6460 5.3540 5.9680
H: 1.3125 5.8037 5.7314
H: 2.0230 4.2019 6.1027
H: 0.0525 4.3377 7.4486
H: -0.3479 3.2469 6.1065
Br: 7.4401 -1.3931 2.5792
C: 8.5333 -0.0032 3.3988
C: 7.8315 0.6952 4.5319
Br: 6.5062 1.9594 3.8748
H: 8.8111 0.6856 2.6077
H: 9.4200 -0.5202 3.7605
H: 8.5361 1.2923 5.1056
H: 7.3166 0.0084 5.1967
Br: -5.7895 -3.6714 1.5977
C: -6.1810 -5.4987 1.0798
C: -6.6414 -6.3386 2.2415
Br: -5.1642 -6.8415 3.4028
H: -5.2838 -5.8844 0.6118
H: -6.9705 -5.4168 0.3359
H: -7.0624 -7.2775 1.8883
H: -7.3669 -5.8247 2.8634
Br: 1.3178 -1.1748 -14.6571
C: 2.0262 0.4819 -13.9195
C: 2.4646 1.4297 -15.0018
Br: 4.1540 0.8924 -15.8066
H: 2.8322 0.2058 -13.2485
H: 1.2108 0.9101 -13.3435
H: 2.6449 2.4179 -14.5849
H: 1.7437 1.5000 -15.8092
Br: 2.6328 0.4707 6.1135
C: 4.2642 0.9551 7.0464
C: 3.9699 1.5815 8.3818
Br: 3.3184 3.4085 8.1887
H: 4.8150 1.6148 6.3865
H: 4.8181 0.0269 7.1762
H: 4.8721 1.6544 8.9861
H: 3.2069 1.0398 8.9308
Br: 11.1417 1.3724 6.5154
C: 10.8997 2.3405 8.1851
C: 9.7842 1.7582 9.0111
Br: 8.0389 2.2469 8.3054
H: 10.7270 3.3793 7.9244
H: 11.8483 2.2504 8.7093
H: 9.8111 2.1604 10.0212
H: 9.8176 0.6746 9.0507
Br: -6.0621 -0.1658 2.5898
C: -6.9161 1.3443 1.7136
C: -7.9316 2.0110 2.5991
Br: -9.5793 0.9781 2.7340
H: -7.3468 0.9682 0.7911
H: -6.1076 2.0342 1.4813
H: -8.2259 2.9702 2.1799
H: -7.5693 2.1516 3.6117